Record 1
ORCA calculation (ωB97M-V/def2-TZVPD) on 2 unconnected molecules or ions with the total composition C10H16.

XYZ file:
```
26
Properties=species:S:1:pos:R:3
C -1.258 -0.666 1.853
C 0.104 -1.341 2.062
C 0.932 -1.284 0.805
C 1.351 -2.467 0.201
C 1.692 -2.417 -1.148
C 1.700 -1.211 -1.866
C 1.392 -0.028 -1.229
C 1.030 -0.084 0.112
H -1.771 -1.069 0.979
H -1.310 0.385 2.049
H -2.030 -0.955 2.632
H 0.627 -1.036 2.990
H -0.131 -2.382 2.321
H 1.632 -3.337 0.775
H 2.076 -3.303 -1.626
H 1.932 -1.413 -2.909
H 1.509 0.919 -1.710
H 1.014 0.867 0.633
C -1.279 3.127 -1.372
C -1.288 2.054 -0.300
H -1.842 2.843 -2.281
H -1.825 4.019 -1.007
H -0.306 3.452 -1.724
H -0.406 2.170 0.315
H -1.292 1.063 -0.739
H -2.254 2.094 0.183
```

Output
SMILES string: CCc1ccccc1.CC
HOMO, eV: -8.88
Lowest unoccupied orbital energy, eV: 0.99
Frontier orbital gap, eV: 9.871

Which charges does Löwdin predict for the atoms? In e, they are: -0.1132 -0.2064 -0.2415 -0.0441 -0.0899 -0.0928 -0.0821 -0.0770 0.0853 0.0509 0.0844 0.1165 0.1034 0.1108 0.0941 0.1003 0.0985 0.1042 -0.1723 -0.1870 0.0683 0.0666 0.0538 0.0471 0.0556 0.0666

Record 2
ORCA calculation (ωB97M-V/def2-TZVPD) on 2 unconnected molecules or ions with the total composition C7H16O.

XYZ file:
```
24
Properties=species:S:1:pos:R:3
C 0.384 0.945 2.105
C -0.760 0.257 1.345
C -1.482 1.115 0.144
C -0.883 0.676 -1.225
C -1.612 -1.777 -1.462
C -0.671 -0.823 -1.458
C 0.732 -1.155 -1.746
H 0.718 0.303 2.911
H 1.258 1.029 1.449
H 0.204 1.878 2.688
H -0.383 -0.631 0.834
H -1.624 0.004 2.160
H -2.524 0.598 0.067
H -1.274 2.041 0.545
H 0.019 1.291 -1.411
H -1.543 0.950 -2.063
H -1.524 -2.736 -1.898
H -2.441 -1.564 -0.834
H 1.201 -0.934 -2.678
H 0.818 -2.281 -1.280
H 1.453 -0.792 -0.977
H 2.592 0.925 0.688
H 3.857 0.273 1.477
O 3.484 0.409 0.618
```

Output
Spin multiplicity: 2
HOMO (spin up / spin down), eV: -14.45 / -14.45
Charge: +1
Lowest unoccupied orbital energy (spin up / spin down), eV: -4.85 / -8.62
Frontier orbital gap (spin up / spin down), eV: 9.601 / 5.832

Which charges does Löwdin predict for the atoms? In e, they are: -0.1002 -0.2160 -0.1185 -0.1324 0.2710 -0.2349 -0.0009 0.0787 0.0260 0.1040 0.0716 0.1612 0.1347 0.0809 0.1361 0.1447 0.1170 0.1120 0.1132 0.1672 0.0979 0.0442 0.0262 -0.0839

Record 3
ORCA calculation (ωB97M-V/def2-TZVPD) on a molecular structure, C5H11N.

XYZ file:
```
17
Properties=species:S:1:pos:R:3
C 1.752 0.003 0.823
C -0.746 0.421 0.223
C -1.669 -0.540 0.947
C 0.443 -0.652 -2.118
C 0.600 0.703 0.775
N -0.033 1.739 1.341
H 0.593 2.507 1.568
H 2.634 0.427 1.283
H 1.825 -0.969 0.365
H -0.277 -0.317 -1.105
H -1.232 1.104 -0.466
H -2.162 -0.044 1.786
H -1.114 -1.386 1.349
H -2.453 -0.899 0.280
H 0.912 -1.617 -1.985
H 1.176 0.140 -2.112
H -0.250 -0.617 -2.952
```

Output
HOMO (spin up / spin down), eV: -7.44 / -7.44
Lowest unoccupied orbital energy (spin up / spin down), eV: -0.13 / -0.13
Frontier orbital gap (spin up / spin down), eV: 7.311 / 7.312

Which charges does Löwdin predict for the atoms? In e, they are: 0.0194 -0.1445 -0.0540 -0.0104 -0.5292 0.0691 0.0775 0.0420 0.0353 0.0490 0.1239 0.0931 0.0854 0.0794 0.0209 0.0247 0.0184

Record 4
ORCA calculation (ωB97M-V/def2-TZVPD) on a single C18H22N2O5S2 molecule.

XYZ file:
```
49
Properties=species:S:1:pos:R:3
C -0.238 -3.524 -1.476
O 0.991 -2.825 -1.518
C 1.509 -2.354 -0.358
C 0.913 -2.467 0.894
C 1.556 -1.940 2.001
C 2.767 -1.284 1.881
C 3.364 -1.152 0.633
C 4.657 -0.391 0.467
N 4.635 0.576 -0.610
S 3.797 1.984 -0.352
O 3.918 2.746 -1.557
O 4.250 2.538 0.886
C 2.073 1.499 -0.158
C 1.358 1.098 -1.272
C 0.059 0.646 -1.111
C -0.485 0.612 0.160
S -2.147 -0.027 0.361
O -2.218 -1.331 -0.236
O -2.518 0.088 1.744
N -2.981 1.031 -0.641
C -4.242 0.527 -1.170
C -5.372 1.188 -0.353
C -4.644 2.072 0.666
C -3.275 2.290 0.019
C 0.220 1.039 1.269
C 1.520 1.489 1.106
C 2.739 -1.706 -0.471
H -0.445 -3.805 -2.508
H -0.155 -4.428 -0.865
H -1.045 -2.892 -1.097
H -0.047 -2.942 1.011
H 1.092 -2.037 2.971
H 3.249 -0.868 2.752
H 4.879 0.182 1.369
H 5.486 -1.083 0.280
H 4.449 0.196 -1.524
H 1.822 1.152 -2.244
H -0.535 0.307 -1.944
H -4.301 0.804 -2.226
H -4.232 -0.559 -1.094
H -5.998 0.445 0.137
H -6.003 1.791 -1.006
H -5.165 3.007 0.862
H -4.503 1.535 1.604
H -3.311 3.076 -0.740
H -2.488 2.514 0.737
H -0.256 0.998 2.236
H 2.118 1.831 1.936
H 3.184 -1.646 -1.453
```

Output
SMILES string: COc1cccc(CNS(=O)(=O)c2ccc(S(=O)(=O)N3CCCC3)cc2)c1
HOMO, eV: -8.58
Lowest unoccupied orbital energy, eV: -0.02
Frontier orbital gap, eV: 8.564

Which charges does Löwdin predict for the atoms? In e, they are: -0.0697 -0.0762 -0.2742 -0.0176 -0.0708 -0.0621 -0.2291 -0.1771 -0.1205 0.6427 -0.2815 -0.2778 -0.2576 -0.0394 -0.0345 -0.2623 0.6864 -0.2947 -0.2757 -0.2339 -0.1804 -0.1483 -0.1634 -0.1955 -0.0340 -0.0384 0.0271 0.0952 0.0990 0.0584 0.1096 0.1119 0.1152 0.1167 0.1334 0.1020 0.1239 0.1251 0.1213 0.1067 0.1081 0.1059 0.1105 0.0999 0.1301 0.1158 0.1211 0.1210 0.1277

For the records above, the corresponding ΔE to the lowest compared entry with this formula, charge and spin values read 30.2; 62.0; 117.3; 27.2 kcal/mol.
For the records above, the corresponding strongest force on any atom values read 0.05430; 0.12356; 0.08449; 0.02266 Eh/bohr.